(1)
22
Properties=species:S:1:pos:R:3:lowdin_charge:R:1 method="wB97M-V/def2-TZVPD" homo_lumo_gap_ev="8.46 / 6.90" spin_multiplicity=1 e_lumo_ev="0.207 / 0.371" e_homo_ev="-8.26 / -6.53"
C -2.758 0.207 -0.010 -0.08
C -1.998 1.032 0.790 -0.10
C -2.142 -0.840 -0.714 -0.08
C -0.672 0.743 1.004 -0.08
C -0.809 -0.979 -0.752 -0.01
C -0.078 -0.340 0.313 -0.18
C 2.135 -1.621 -0.389 -0.01
C 1.333 -0.628 0.402 -0.31
N 0.666 2.226 -0.677 -0.05
O 1.928 -0.029 1.436 0.08
O 1.598 1.279 -0.956 -0.19
H -3.805 0.376 0.095 0.09
H -2.527 1.720 1.351 0.08
H -2.827 -1.342 -1.275 0.07
H -0.040 1.343 1.724 0.13
H -0.320 -1.656 -1.318 0.07
H 2.374 -1.242 -1.310 0.04
H 3.148 -1.841 0.159 0.13
H 1.591 -2.576 -0.695 0.11
H -0.220 1.895 -1.074 0.09
H 0.601 2.505 0.348 0.10
H 2.823 -0.231 1.549 0.08

(2)
22
Properties=species:S:1:pos:R:3:lowdin_charge:R:1 method="wB97M-V/def2-TZVPD" homo_lumo_gap_ev=8.37 spin_multiplicity=1 e_lumo_ev=0.791 e_homo_ev=-7.58
C -0.095 -1.200 -1.472 -0.07
C 0.258 -1.638 -0.261 -0.18
C 0.727 -0.274 1.583 -0.01
C 0.153 0.353 2.569 -0.42
C 0.176 0.244 -1.921 -0.31
C -0.976 1.014 -1.284 -0.18
C 0.065 -0.447 3.827 -0.01
C 0.284 0.459 -3.460 -0.05
N 1.019 -0.998 0.627 0.10
O 0.116 1.671 2.627 0.08
O -0.767 1.509 -0.178 0.01
H -0.726 -1.720 -2.092 0.07
H -0.119 -2.679 -0.050 0.14
H 1.127 0.622 -1.410 0.16
H -2.034 1.139 -1.578 0.14
H 0.514 -1.362 3.638 0.06
H -1.029 -0.655 3.971 0.10
H 0.331 0.332 4.551 0.10
H -0.170 -0.332 -4.102 0.09
H 1.354 0.540 -3.730 0.08
H -0.125 1.375 -3.658 0.03
H -0.080 2.049 1.801 0.06

The calculated energies rank the structures as follows, beginning with the most stable: (2), (1).

(1)
9
Properties=species:S:1:pos:R:3:lowdin_charge:R:1 method="wB97M-V/def2-TZVPD" total_charge=+1 homo_lumo_gap_ev="9.92 / 6.87" spin_multiplicity=1 e_lumo_ev="-6.561 / -9.156" e_homo_ev="-16.48 / -16.03"
O 2.542 -0.165 -0.104 0.11
O -1.076 -1.277 0.158 0.16
O -1.660 0.779 0.444 0.16
O 1.491 0.215 0.466 0.02
O -0.245 0.267 -1.158 0.20
O -1.319 -0.105 -0.555 -0.14
H 3.249 0.493 -0.079 0.16
H -1.674 -1.471 0.884 0.17
H -0.953 0.792 1.120 0.16

(2)
9
Properties=species:S:1:pos:R:3:lowdin_charge:R:1 method="wB97M-V/def2-TZVPD" total_charge=+1 homo_lumo_gap_ev="8.00 / 8.54" spin_multiplicity=1 e_lumo_ev="-8.450 / -8.173" e_homo_ev="-16.45 / -16.71"
O -1.636 0.257 0.169 0.08
O 1.268 -0.209 0.579 0.02
O -0.904 -0.910 -0.031 0.02
O -0.086 1.339 -0.379 0.15
O 1.598 0.126 -0.817 0.08
O 0.447 0.670 -1.192 0.06
H -1.240 0.478 1.042 0.17
H 2.154 -0.311 1.140 0.23
H -1.602 -1.440 -0.511 0.19

The calculated energies rank the structures as follows, beginning with the most stable: (2), (1).

(1)
11
Properties=species:S:1:pos:R:3:lowdin_charge:R:1 method="wB97M-V/def2-TZVPD" smiles="COC=O.O" homo_lumo_gap_ev=11.18 spin_multiplicity=1 e_lumo_ev=0.376 e_homo_ev=-10.81
O -1.565 1.990 -2.236 0.07
O -0.571 1.389 -0.330 -0.06
C -0.620 1.498 -1.649 -0.36
C 0.558 0.770 0.300 -0.06
H 0.227 0.918 -2.067 0.14
H 0.588 1.018 1.375 0.10
H 1.508 1.088 -0.161 0.09
H 0.465 -0.324 0.195 0.08
O -0.390 -3.091 1.356 -0.09
H 0.439 -2.659 1.048 0.03
H -0.640 -2.597 2.169 0.05

(2)
11
Properties=species:S:1:pos:R:3:lowdin_charge:R:1 method="wB97M-V/def2-TZVPD" smiles="CC(=O)O.O" homo_lumo_gap_ev=11.16 spin_multiplicity=1 e_lumo_ev=0.663 e_homo_ev=-10.50
H -1.365 0.694 -0.230 0.07
O -2.446 0.077 0.432 0.01
O -0.352 0.818 -0.537 0.07
H -1.825 -0.640 0.720 0.06
H -2.623 0.582 1.223 0.08
C 0.365 -0.169 -0.089 -0.59
O -0.082 -1.100 0.593 0.03
C 1.808 -0.093 -0.461 0.01
H 1.909 0.149 -1.510 0.08
H 2.298 0.712 0.078 0.09
H 2.314 -1.030 -0.219 0.09

The calculated energies rank the structures as follows, beginning with the most stable: (2), (1).

(1)
22
Properties=species:S:1:pos:R:3:lowdin_charge:R:1 method="wB97M-V/def2-TZVPD" smiles=CCC.CCC homo_lumo_gap_ev=12.16 spin_multiplicity=1 e_lumo_ev=1.092 e_homo_ev=-11.07
C -1.601 2.214 -0.698 -0.31
C -0.631 1.418 0.181 -0.12
C -1.867 1.708 -2.120 -0.12
H -1.216 3.224 -0.846 0.09
H -2.529 2.327 -0.136 0.10
H -0.126 2.032 0.925 0.08
H -1.145 0.606 0.686 0.06
H -1.899 2.575 -2.778 0.06
H -2.763 1.093 -2.227 0.06
H 0.114 0.956 -0.467 0.05
H -1.099 1.060 -2.557 0.07
C 0.869 -1.415 0.704 -0.32
C 0.802 -2.920 0.962 -0.12
C 2.217 -0.795 1.087 -0.12
H 0.799 -1.175 -0.352 0.09
H 0.040 -1.004 1.240 0.07
H 1.735 -3.490 0.860 0.07
H 0.338 -3.406 0.091 0.07
H 2.267 -0.562 2.154 0.07
H 3.089 -1.384 0.813 0.07
H 0.289 -3.238 1.863 0.06
H 2.316 0.174 0.615 0.05

(2)
22
Properties=species:S:1:pos:R:3:lowdin_charge:R:1 method="wB97M-V/def2-TZVPD" smiles=CCC.CCC homo_lumo_gap_ev=12.05 spin_multiplicity=1 e_lumo_ev=1.110 e_homo_ev=-10.94
C -0.497 -1.677 1.960 -0.32
C -0.106 -2.529 0.772 -0.12
C -1.511 -0.552 1.651 -0.12
H -0.983 -2.285 2.730 0.09
H 0.343 -1.231 2.498 0.10
H 0.432 -3.396 1.147 0.07
H -0.958 0.273 1.190 0.04
H -2.235 -0.927 0.931 0.07
H 0.636 -2.024 0.141 0.05
H -0.906 -2.699 0.053 0.08
H -1.959 -0.114 2.539 0.07
C 0.799 1.647 -2.055 -0.31
C 0.275 2.689 -1.091 -0.14
C 1.119 0.380 -1.225 -0.13
H 1.691 1.944 -2.607 0.10
H 0.099 1.326 -2.829 0.10
H 0.699 2.653 -0.088 0.07
H 0.240 3.687 -1.539 0.07
H 0.291 0.113 -0.565 0.04
H -0.795 2.566 -0.856 0.07
H 1.876 0.656 -0.493 0.07
H 1.355 -0.474 -1.850 0.07

(3)
22
Properties=species:S:1:pos:R:3:lowdin_charge:R:1 method="wB97M-V/def2-TZVPD" smiles=CC(C)C.CC homo_lumo_gap_ev=12.37 spin_multiplicity=1 e_lumo_ev=1.087 e_homo_ev=-11.28
C -0.191 -1.254 0.448 -0.48
C -1.682 -1.150 0.029 -0.08
C 0.080 -2.513 1.253 -0.10
C 0.674 -1.243 -0.797 -0.10
H -0.004 -0.381 1.066 0.11
H -2.034 -0.141 0.247 0.06
H -0.233 -3.422 0.740 0.08
H 1.120 -2.516 1.580 0.07
H -0.531 -2.520 2.165 0.08
H 0.315 -1.923 -1.575 0.08
H 0.686 -0.275 -1.316 0.06
H -2.335 -1.794 0.627 0.07
H -1.884 -1.413 -1.006 0.07
H 1.730 -1.468 -0.636 0.07
C 0.258 2.614 0.319 -0.17
C 0.822 2.946 -1.081 -0.15
H -0.414 1.755 0.224 0.03
H 1.017 2.350 1.054 0.06
H -0.354 3.415 0.739 0.06
H 1.425 2.082 -1.365 0.05
H -0.007 3.100 -1.760 0.06
H 1.545 3.751 -0.956 0.06

(4)
22
Properties=species:S:1:pos:R:3:lowdin_charge:R:1 method="wB97M-V/def2-TZVPD" smiles=CC(C)C.CC homo_lumo_gap_ev=11.80 spin_multiplicity=1 e_lumo_ev=1.090 e_homo_ev=-10.71
C 0.264 -2.103 2.253 -0.17
C -0.476 -0.957 2.899 -0.18
H -0.342 -2.800 1.699 0.06
H 0.887 -1.686 1.439 0.05
H 0.931 -2.551 2.991 0.07
H -1.061 -0.422 2.150 0.03
H 0.119 -0.133 3.296 0.07
H -1.127 -1.345 3.684 0.07
C 0.057 1.185 -1.268 -0.45
C -0.479 0.958 -2.712 -0.09
C -0.900 0.442 -0.281 -0.08
C 1.539 0.759 -1.204 -0.10
H 0.092 2.193 -0.841 0.12
H -1.424 1.449 -2.889 0.07
H -0.712 -0.113 -2.836 0.07
H -1.493 1.159 0.285 0.08
H -1.623 -0.147 -0.848 0.07
H -0.274 -0.158 0.363 0.03
H 2.097 1.545 -1.709 0.08
H 1.806 0.749 -0.140 0.07
H 1.694 -0.252 -1.537 0.07
H 0.331 1.061 -3.431 0.07

The calculated energies rank the structures as follows, beginning with the most stable: (3), (2), (1), (4).

(1)
22
Properties=species:S:1:pos:R:3:lowdin_charge:R:1 method="wB97M-V/def2-TZVPD" smiles=CC(C)C.CC homo_lumo_gap_ev=12.33 spin_multiplicity=1 e_lumo_ev=1.122 e_homo_ev=-11.21
C 0.822 0.924 -0.131 -0.48
C 1.656 0.358 1.034 -0.07
C -0.464 1.576 0.375 -0.10
C 1.572 1.977 -0.949 -0.10
H 0.527 0.112 -0.794 0.10
H 2.647 0.821 0.992 0.07
H -1.209 0.888 0.790 0.06
H -0.247 2.318 1.145 0.08
H -0.953 2.179 -0.396 0.07
H 2.556 1.622 -1.288 0.08
H 1.041 2.269 -1.847 0.07
H 1.749 -0.719 0.979 0.06
H 1.247 0.683 1.992 0.07
H 1.777 2.833 -0.303 0.08
C -2.266 -1.918 0.029 -0.16
C -0.934 -2.554 -0.429 -0.16
H -3.052 -2.665 -0.007 0.05
H -2.198 -1.573 1.066 0.06
H -2.542 -1.098 -0.637 0.06
H -0.280 -2.773 0.410 0.06
H -0.331 -1.830 -0.985 0.04
H -1.118 -3.430 -1.045 0.06

(2)
22
Properties=species:S:1:pos:R:3:lowdin_charge:R:1 method="wB97M-V/def2-TZVPD" smiles=CC(C)C.CC homo_lumo_gap_ev=12.30 spin_multiplicity=1 e_lumo_ev=1.053 e_homo_ev=-11.25
C 1.331 0.413 0.856 -0.50
C 2.121 1.694 1.134 -0.09
C 1.790 -0.288 -0.411 -0.10
C 1.359 -0.529 2.053 -0.09
H 0.295 0.729 0.701 0.12
H 1.859 2.484 0.434 0.07
H 2.706 -0.868 -0.293 0.08
H 1.011 -0.965 -0.766 0.06
H 1.948 0.436 -1.216 0.08
H 0.926 -0.033 2.924 0.07
H 0.721 -1.398 1.874 0.07
H 2.370 -0.857 2.295 0.08
H 3.198 1.522 1.104 0.08
H 1.880 2.055 2.133 0.07
C -2.273 -0.687 -1.261 -0.18
C -3.609 -0.373 -1.951 -0.17
H -2.206 -0.333 -0.229 0.06
H -2.230 -1.779 -1.206 0.06
H -1.399 -0.303 -1.782 0.05
H -3.768 0.694 -2.107 0.06
H -4.442 -0.762 -1.369 0.06
H -3.587 -0.852 -2.913 0.05

(3)
22
Properties=species:S:1:pos:R:3:lowdin_charge:R:1 method="wB97M-V/def2-TZVPD" smiles=CC(C)C.CC homo_lumo_gap_ev=11.92 spin_multiplicity=1 e_lumo_ev=1.021 e_homo_ev=-10.90
C 0.192 0.807 0.798 -0.47
C 1.328 0.917 -0.235 -0.09
C 0.594 0.028 2.022 -0.09
C -0.366 2.213 1.050 -0.09
H -0.608 0.281 0.260 0.11
H 1.480 0.038 -0.854 0.04
H 2.290 0.928 0.292 0.08
H 0.503 -1.056 1.900 0.07
H 1.594 0.250 2.409 0.08
H -0.013 0.162 2.929 0.07
H -1.018 2.595 0.262 0.07
H -0.952 2.255 1.972 0.07
H 0.454 2.937 1.098 0.08
H 1.201 1.765 -0.907 0.08
C -0.138 -2.108 -1.629 -0.17
C -1.582 -1.682 -1.826 -0.17
H 0.205 -2.724 -0.801 0.07
H 0.268 -2.462 -2.579 0.07
H 0.445 -1.200 -1.403 0.02
H -2.155 -2.445 -2.359 0.06
H -2.096 -1.692 -0.866 0.06
H -1.728 -0.703 -2.260 0.06

The calculated energies rank the structures as follows, beginning with the most stable: (2), (1), (3).